No. 1
Computed, not measured: a 4-piece molecular cluster, C3H14N2O2S overall, with ωB97M-V/def2-TZVPD.

## Properties
**Calculated total energy**: -21245.3227 eV
**Energy above the lowest of the compared OMol25 structures with the same formula, charge and spin**: 3.055 eV
**HOMO energy**: -8.730 eV
**HOMO-LUMO gap**: 0.26961 Eh

Geometry as XYZ:
```
22
Properties=species:S:1:pos:R:3:forces:R:3:mulliken_charge:R:1
C 1.127012 -0.672179 0.317306 0.2864 0.6710 1.3327 -0.26
C 1.126373 -2.176147 0.570926 -0.8457 -0.5169 0.1020 -1.00
S 1.156341 -2.920074 -1.090213 5.2149 -0.3141 0.9361 -0.23
N 0.509670 0.156004 1.367391 -0.9964 -0.1984 0.0182 -0.30
C -0.173429 1.402974 0.958002 1.1324 0.3493 -0.1340 -0.69
N -1.491537 1.272081 0.337372 0.5388 -1.4950 0.0868 -0.50
H 0.736732 -0.513381 -0.685763 -0.7045 0.4653 0.3867 0.50
H 2.172047 -0.414678 0.174913 0.5815 0.2163 0.0267 0.23
H 1.969033 -2.544130 1.164659 -0.1761 0.2197 -0.2211 0.39
H 0.253902 -2.629787 1.045728 -0.3467 0.7312 0.0986 0.33
H 3.035640 -2.598374 -0.790848 -3.7538 -0.7604 -1.5460 0.16
H 1.056004 0.327251 2.204199 0.1964 -0.3488 -0.4500 0.25
H 0.475588 1.858428 0.213489 -0.0422 0.3266 -0.4511 0.34
H -0.095397 2.135294 1.804178 -0.7310 -0.8178 -0.5653 0.41
H -2.168646 0.959818 1.025534 0.0161 0.0478 0.1977 0.28
H -1.409310 0.442069 -0.292043 -0.2734 0.9084 0.3619 0.22
H -1.599085 -1.505026 -2.447575 -0.4128 0.2305 -0.5365 0.34
H -0.819239 -1.902863 -1.273011 -1.0274 0.7329 0.0670 0.17
O -1.642378 -1.393887 -1.498018 1.1971 -0.8112 0.3376 -0.62
H -0.830415 3.295401 -1.480261 -0.1813 0.5334 0.7332 0.31
H -2.148980 3.555232 -0.830613 -0.0725 -0.0873 0.3590 0.31
O -1.239927 3.865973 -0.795354 0.4001 -0.0824 -1.1401 -0.66
```
Forces are in eV/Å.

=====

No. 2
Computed, not measured: an isolated ion of composition C10H15O2 and charge +1, with ωB97M-V/def2-TZVPD.

## Properties
**Calculated total energy**: -14692.5794 eV
**Expectation value of S²**: 2.029
**Charge**: +1
**Energy above the lowest of the compared OMol25 structures with the same formula, charge and spin**: 4.443 eV
**2S+1**: 3
**HOMO energy (spin up / spin down)**: -10.924 / -14.672 eV
**HOMO-LUMO gap (spin up / spin down)**: 0.25534 / 0.22496 Eh

Geometry as XYZ:
```
27
Properties=species:S:1:pos:R:3:forces:R:3:mulliken_charge:R:1
C 0.318685 -0.735925 1.298997 0.7327 -2.9148 1.3780 -0.15
C 1.160211 -0.973161 -1.227212 -0.9635 0.4088 1.8133 -1.13
C -1.404125 -0.920473 -0.603694 0.1104 0.4902 -0.8970 -1.03
C 1.460796 1.082400 0.072076 -2.6839 0.0597 -0.3843 -1.54
C -0.931357 1.113584 0.789551 -1.2995 -1.3406 -0.8611 -1.60
C -0.412831 0.991675 -1.706637 0.7683 0.4440 0.8107 -1.28
C -0.022735 -1.504807 -0.391682 -0.9555 1.8536 -0.6509 0.28
C 0.453666 0.644637 1.200889 0.1937 1.6253 -4.6734 0.34
C 1.058954 0.535846 -1.270553 -1.5760 -0.3842 -2.7306 0.37
C -1.433385 0.620761 -0.633932 1.3662 -0.1227 0.3965 0.35
O 0.364374 -1.112368 3.726850 -1.4665 1.0719 2.1883 -0.30
O 0.309391 -1.508914 2.281673 1.4631 -2.7125 -2.4943 -0.30
H 2.130941 -1.145961 -0.782625 0.2483 -0.7975 0.3246 0.44
H 1.194342 -1.438068 -2.200267 -0.3767 -0.4467 -0.3986 0.42
H -1.621964 -1.395755 -1.652775 -0.1078 0.7310 1.3825 0.39
H -2.073334 -1.347631 0.138825 -0.3313 -0.2093 -0.2146 0.42
H 1.338884 2.125722 0.048293 0.4697 1.6009 -0.0424 0.51
H 2.430464 0.777635 0.219917 2.3359 -0.4071 1.0070 0.54
H -1.633198 0.708435 1.491213 -0.5336 0.0620 0.6932 0.51
H -0.964711 2.145100 0.842161 -0.2154 2.3060 -0.0366 0.62
H -0.414289 2.074257 -1.883081 0.0332 -0.2039 -0.0104 0.40
H -0.892173 0.506218 -2.551583 1.0361 0.0010 -0.8504 0.49
H -0.237739 -2.528883 -0.341401 0.8521 -1.7578 0.7475 0.52
H 0.791989 1.101788 2.072563 0.4909 0.3246 2.0823 0.71
H 1.766129 0.771478 -2.109344 -0.3974 0.5852 0.9734 0.31
H -2.391704 1.070945 -0.976622 0.3690 -0.5450 0.9226 0.35
H -0.345281 -1.658534 4.148402 0.4376 0.2779 -0.4754 0.35
```
Forces are in eV/Å.

=====

No. 3
Computed, not measured: one molecule with the formula C17H20N4O3, with ωB97M-V/def2-TZVPD.

## Properties
**Calculated total energy**: -30049.3846 eV
**Energy above the lowest of the compared OMol25 structures with the same formula, charge and spin**: 10.226 eV
**HOMO energy**: -8.443 eV
**HOMO-LUMO gap**: 0.28684 Eh

Geometry as XYZ:
```
44
Properties=species:S:1:pos:R:3:forces:R:3:mulliken_charge:R:1
C 2.727416 4.434485 1.023068 -0.4665 -0.2175 -1.3558 -0.84
O 2.202457 3.366796 0.185788 -0.8703 -1.5388 0.7650 -0.45
C 1.405926 2.358788 0.814222 -0.4048 1.0798 -0.0485 0.49
C 1.837538 1.817366 2.020374 -1.7697 -1.4091 0.3720 -0.57
C 1.113805 0.779861 2.658351 -0.9540 -0.5465 -0.8524 -0.66
C -0.100944 0.346273 2.073325 -1.5584 -1.3633 -0.7354 0.22
C -0.885530 -0.944925 2.587718 0.4378 0.8829 2.3877 2.27
C -1.112308 -0.825643 4.092188 0.6549 2.4796 -0.4071 -2.01
C 0.040789 -2.122110 2.429293 2.1938 -0.0913 -0.9063 -1.63
C -2.303070 -1.146028 2.063288 -0.2119 0.4984 1.6738 -2.23
C -0.612197 0.929179 0.866000 0.8595 -0.1571 -0.2949 0.02
C 0.115444 1.947481 0.251851 3.0787 -0.1531 1.7242 -0.10
C -0.391137 2.477327 -0.980331 2.0775 -3.1473 -5.2332 -0.75
N -0.143026 1.913096 -2.220320 -2.9638 3.4853 4.1514 -0.86
N 0.584854 0.817280 -2.263968 0.5313 1.6319 -0.3265 0.41
C 0.357124 -0.174486 -3.138922 -1.7573 0.4285 0.1923 0.45
C -0.651080 -0.156500 -4.110763 -0.5407 2.4697 -0.8307 -0.38
C -1.138626 -1.300930 -4.631001 1.8353 -0.8988 1.8504 -0.53
C -0.539155 -2.519637 -4.151459 1.2766 1.8063 -0.4553 0.18
N -0.889347 -3.759906 -4.727948 -2.0993 -1.7950 -1.3530 0.94
O -1.709693 -3.754156 -5.687503 1.7324 0.0516 1.8000 -0.59
O -0.440889 -4.787980 -4.223931 -0.2085 0.7640 -0.5818 -0.59
C 0.589257 -2.460140 -3.328245 -1.2421 1.7752 1.0219 -0.24
N 0.921383 -1.233257 -2.724347 1.8435 -6.3187 -0.9162 -0.52
H 3.796226 4.641004 0.753371 -1.2003 -0.1062 0.1436 0.22
H 2.607964 4.270126 2.067771 0.2406 -0.6323 0.8651 0.39
H 2.008811 5.218919 0.813293 0.5962 0.8807 -0.1455 0.29
H 2.643803 2.140918 2.614353 1.3244 0.6656 -0.1387 0.55
H 1.542026 0.219449 3.545695 -0.6587 1.0385 -1.1165 0.23
H -1.596510 0.137405 4.302847 -0.6793 -0.5176 0.1467 0.41
H -0.201326 -0.707651 4.612333 1.3859 -0.0501 0.5896 0.42
H -1.562151 -1.680900 4.488932 -1.1642 -1.1246 0.5836 0.56
H 0.556211 -2.039755 1.458647 -0.2585 -0.3463 0.0356 0.32
H 0.903768 -2.153510 3.156480 -1.0081 0.3929 -0.4346 0.33
H -0.401314 -3.091671 2.487483 -0.7164 -0.6233 0.0518 0.47
H -2.868284 -0.229863 2.110306 0.0194 0.6115 -0.5411 0.44
H -2.994020 -1.822326 2.605906 1.1060 -0.0801 0.3086 0.38
H -2.213414 -1.553280 1.139021 -0.3330 -0.7968 -3.3043 0.58
H -1.461447 0.568250 0.177376 1.0484 0.2451 1.9432 0.30
H -1.122437 3.202360 -0.876169 -1.1133 1.6946 -0.7376 0.55
H 1.339149 0.676338 -1.654243 0.9660 -0.4281 1.3217 0.26
H -1.033675 0.855113 -4.396152 0.1511 -1.1788 0.2277 0.37
H -1.946876 -1.223901 -5.271820 -1.3234 -0.4790 -1.3121 0.53
H 1.024509 -3.429259 -3.012162 0.1431 1.1176 -0.1284 0.37
```
Forces are in eV/Å.

=====

No. 4
Computed, not measured: one molecule with the formula C4H3BrFNO2, with ωB97M-V/def2-TZVPD.

## Properties
**Calculated total energy**: -82539.1504 eV
**Energy above the lowest of the compared OMol25 structures with the same formula, charge and spin**: 1.307 eV
**HOMO energy (spin up / spin down)**: -9.739 / -9.738 eV
**HOMO-LUMO gap (spin up / spin down)**: 0.33169 / 0.33167 Eh

Geometry as XYZ:
```
12
Properties=species:S:1:pos:R:3:forces:R:3:mulliken_charge:R:1
C 0.682101 -0.128101 -0.223768 -1.5463 -0.8166 1.3569 0.53
C 0.402713 1.625991 1.427597 -0.9553 2.1641 0.8047 0.40
C 0.036416 -1.087880 0.776212 -0.1267 2.3572 3.8684 -0.60
C -0.583003 0.687963 2.014205 -2.1396 -4.4324 -1.6060 0.23
N 1.023694 1.113984 0.341544 1.3569 0.7888 -1.3747 -0.13
O 0.768506 -0.257312 -1.402586 0.3351 -0.5565 -0.9807 -0.51
O 0.404003 2.772310 1.837556 0.9615 -0.7443 -0.4775 -0.52
F -0.548851 0.309895 3.286515 0.8020 0.6089 -0.2076 -0.20
Br -2.516041 1.201787 1.679761 1.8168 -0.3095 -0.0979 -0.09
H -0.860638 -1.723869 0.618242 0.8560 0.7813 -0.6394 0.31
H 0.657511 -1.510284 1.667584 -0.7293 0.8781 -2.0055 0.29
H 1.473044 1.751578 -0.367667 -0.6310 -0.7189 1.3595 0.29
```
Forces are in eV/Å.

=====

Max |F| / eV/A: 5.308 4.952 6.646 5.177